Entry 1:
# C25H50ClNOP2Si2Sn

C25H50ClNOP2Si2Sn as an isolated structure at a distorted geometry (ωB97M-V with the def2-TZVPD basis set, the OMol25 dataset).

Kohn-Sham gap (spin up / spin down): 4.16 / 4.16 eV
Calculated total energy: -82956.5361 eV
Lowest unoccupied orbital energy (spin up / spin down): -2.019 / -2.019 eV

```
83
Properties=species:S:1:pos:R:3:lowdin_charge:R:1
Sn -0.05 0.01 -0.02 1.144
C 2.10 -0.14 -1.58 -0.167
C 1.34 -1.34 -1.74 -0.356
C 0.04 -0.91 -2.26 -0.204
Si 2.03 -3.00 -1.28 0.488
C 0.04 0.51 -2.39 -0.205
C 1.33 1.02 -1.95 -0.356
Si 2.02 2.73 -1.79 0.487
H 3.09 -0.10 -1.16 0.095
H -0.75 -1.57 -2.57 0.107
H -0.76 1.10 -2.80 0.107
Cl -5.38 0.19 2.08 -0.752
C 3.88 2.64 -1.68 -0.177
C 1.53 3.80 -3.23 -0.169
C 3.88 -2.88 -1.19 -0.177
C 1.54 -4.30 -2.52 -0.169
H 2.19 3.58 -4.09 0.045
H 1.64 4.87 -3.00 0.044
H 0.49 3.65 -3.57 0.030
H 4.21 2.12 -0.77 0.038
H 4.31 3.65 -1.66 0.043
H 4.31 2.11 -2.55 0.047
H 2.18 -4.21 -3.42 0.045
H 0.50 -4.23 -2.86 0.030
H 1.69 -5.31 -2.11 0.044
H 4.32 -2.51 -2.13 0.047
H 4.32 -3.87 -0.99 0.043
H 4.21 -2.20 -0.38 0.038
C 1.38 3.42 -0.14 -0.400
C 1.37 -3.39 0.45 -0.395
P -0.26 2.75 0.27 0.988
H 1.43 4.53 -0.10 0.061
H 2.07 3.05 0.64 0.066
P -0.27 -2.67 0.74 1.003
H 2.06 -2.89 1.16 0.066
H 1.42 -4.48 0.69 0.060
C -0.76 -3.04 2.48 -0.519
C -1.38 -3.71 -0.35 -0.534
C -1.38 3.59 -0.98 -0.534
C -0.76 3.45 1.92 -0.512
C -0.56 2.48 3.03 -0.158
H -1.85 3.63 1.82 0.121
C -0.08 4.77 2.27 -0.115
H 0.98 4.61 2.49 0.080
H -0.54 5.19 3.18 0.094
H -0.16 5.52 1.48 0.058
H -1.02 1.50 2.79 0.041
H -1.04 2.79 3.96 0.107
H 0.51 2.28 3.24 0.096
H -0.93 3.28 -1.94 0.069
C -1.37 5.11 -0.93 -0.108
C -2.80 3.05 -0.93 -0.103
H -0.36 5.54 -0.93 0.060
H -1.91 5.49 -0.05 0.085
H -1.89 5.51 -1.82 0.093
H -2.84 2.00 -1.26 0.066
H -3.44 3.64 -1.60 0.091
H -3.22 3.10 0.08 0.082
H -0.94 -3.57 -1.35 0.070
C -2.80 -3.16 -0.39 -0.103
C -1.37 -5.20 -0.03 -0.109
H -0.36 -5.61 0.04 0.061
H -1.90 -5.74 -0.83 0.092
H -1.91 -5.41 0.91 0.085
H -2.84 -2.18 -0.88 0.066
H -3.23 -3.05 0.62 0.082
H -3.45 -3.85 -0.95 0.091
C -0.58 -2.01 3.42 -0.191
C -0.08 -4.29 3.07 -0.099
H -1.85 -3.26 2.42 0.132
H 0.98 -4.10 3.25 0.080
H -0.16 -5.18 2.42 0.059
H -0.54 -4.55 4.03 0.095
H 0.51 -1.75 3.58 0.121
H -1.04 -2.05 4.38 0.113
H -1.07 -1.01 2.98 0.110
C -2.22 0.07 0.70 -0.266
H -2.80 0.00 -0.20 -0.031
H -2.55 -0.75 1.37 -0.010
H -2.54 1.00 1.22 -0.011
O 0.03 0.08 4.50 0.153
C 0.01 0.04 3.35 -0.664
N 0.08 0.05 2.10 -0.130
```

Entry 2:
# C4H7NO

C4H7NO as an isolated structure at a distorted geometry (ωB97M-V with the def2-TZVPD basis set, the OMol25 dataset).

Kohn-Sham gap: 10.32 eV
Calculated total energy: -7795.3540 eV
Lowest unoccupied orbital energy: 0.756 eV
ΔE to the lowest compared entry with this formula, charge and spin: 414.0 kJ/mol

```
13
Properties=species:S:1:pos:R:3:lowdin_charge:R:1
O 0.63 -0.92 1.65 0.040
C 0.16 -0.30 0.51 -0.485
C -0.30 1.15 0.27 -0.070
N -0.24 0.50 -1.16 -0.034
C 1.07 -0.03 -0.70 -0.127
C -0.91 -0.70 -0.49 -0.093
H -0.02 -0.86 2.36 0.103
H -1.29 1.52 0.05 0.099
H 0.43 1.89 0.64 0.117
H 1.46 -0.86 -1.29 0.113
H 1.77 0.80 -0.61 0.112
H -1.96 -0.54 -0.19 0.112
H -0.79 -1.65 -1.03 0.113
```

Entry 3:
# C2H7N5

One molecule with the formula C2H7N5 at a distorted geometry (ωB97M-V with the def2-TZVPD basis set, the OMol25 dataset).

Kohn-Sham gap: 9.02 eV
Calculated total energy: -9633.3021 eV
SMILES string: CN(N=C=N)NN
Lowest unoccupied orbital energy: 0.886 eV
ΔE to the lowest compared entry with this formula, charge and spin: 457.0 kJ/mol

```
14
Properties=species:S:1:pos:R:3:lowdin_charge:R:1
C 1.13 1.46 -0.40 -0.113
N 0.24 0.85 0.57 -0.184
N -1.08 0.90 0.14 0.029
C -1.66 -0.20 0.36 -0.346
N -2.61 -0.99 0.23 0.118
N 0.28 -0.73 0.74 -0.095
N 0.72 -1.60 -0.27 0.032
H 0.82 2.51 -0.49 0.081
H 1.07 1.01 -1.40 0.068
H 2.14 1.41 -0.02 0.075
H -3.51 -0.72 0.61 0.059
H 0.78 -0.93 1.60 0.122
H 1.64 -1.35 -0.64 0.076
H 0.05 -1.61 -1.03 0.078
```

Entry 4:
# C18H23KN5S2

C18H23KN5S2 as an isolated structure at a distorted geometry (ωB97M-V with the def2-TZVPD basis set, the OMol25 dataset).

Kohn-Sham gap: 5.14 eV
Calculated total energy: -64479.0951 eV
Lowest unoccupied orbital energy: -3.259 eV
Total charge: +1
ΔE to the lowest compared entry with this formula, charge and spin: 89.8 kJ/mol

```
49
Properties=species:S:1:pos:R:3:lowdin_charge:R:1
K 0.57 -0.15 -0.83 0.708
S 0.07 -3.37 -0.29 0.442
C 1.20 -3.25 -1.48 -1.181
N 1.44 -2.18 -2.29 -0.132
C 2.57 -2.31 -3.01 -0.361
C 3.06 -1.26 -3.85 -0.042
C 4.39 -1.38 -4.20 -0.108
C 5.16 -2.56 -3.95 -0.116
C 4.63 -3.60 -3.25 -0.131
C 3.33 -3.52 -2.77 -0.531
S 2.47 -4.55 -1.74 0.985
H 2.41 -0.37 -3.99 0.110
H 4.78 -0.54 -4.82 0.105
H 6.24 -2.50 -4.19 0.107
H 5.40 -4.36 -2.92 0.129
C 0.52 -0.98 4.36 -0.046
C 0.96 -0.94 2.85 -0.104
N -0.21 -0.52 2.00 -0.173
C -0.39 0.93 2.26 -0.178
C -0.51 1.21 3.75 -0.055
N -0.71 -0.12 4.53 -0.083
C -1.83 -0.87 3.92 -0.070
C -1.41 -1.24 2.45 -0.137
H 1.31 -0.57 5.04 0.151
H 0.25 -1.95 4.70 0.120
H 1.25 -1.93 2.60 0.104
H 1.89 -0.36 2.69 0.140
H -1.29 1.24 1.75 0.117
H 0.38 1.60 1.79 0.137
H -1.39 1.87 3.85 0.145
H 0.33 1.73 4.17 0.121
H -1.01 0.18 5.49 0.211
H -2.73 -0.19 3.87 0.157
H -1.96 -1.69 4.61 0.127
H -2.25 -1.13 1.76 0.137
H -1.19 -2.31 2.41 0.115
N -4.28 4.78 -2.54 0.111
C -3.37 3.74 -2.22 -0.281
C -2.37 3.89 -1.26 -0.036
C -1.41 2.90 -1.11 -0.189
N -1.46 1.75 -1.78 -0.035
C -2.50 1.53 -2.61 -0.136
C -3.45 2.49 -2.93 -0.001
H -4.32 5.57 -1.94 0.087
H -5.17 4.39 -2.82 0.096
H -2.30 4.76 -0.61 0.109
H -0.51 3.18 -0.52 0.112
H -2.46 0.56 -3.15 0.126
H -4.11 2.38 -3.79 0.118
```

Entry 5:
# C3H12IN6O3

C3H12IN6O3 as an isolated structure at a distorted geometry (ωB97M-V with the def2-TZVPD basis set, the OMol25 dataset).

Kohn-Sham gap: 7.04 eV
Calculated total energy: -26485.0597 eV
Lowest unoccupied orbital energy: 2.714 eV
Total charge: -1
ΔE to the lowest compared entry with this formula, charge and spin: 1111.5 kJ/mol

```
25
Properties=species:S:1:pos:R:3:lowdin_charge:R:1
I -0.27 -0.20 1.23 1.380
C -2.04 -1.76 -0.97 -0.844
O -2.39 -2.07 -2.07 0.028
N -0.86 -1.98 -0.44 0.006
N -2.82 -1.23 -0.07 0.101
H -0.15 -2.25 -1.11 0.115
H -0.62 -1.42 0.36 -0.391
H -2.45 -1.22 0.87 0.016
H -3.81 -1.30 -0.25 0.115
C 2.99 -0.15 0.84 -0.894
O 2.90 -1.04 0.05 0.031
N 2.05 0.61 1.15 -0.022
N 4.08 0.03 1.55 0.141
H 2.36 1.36 1.75 0.108
H 1.07 0.39 1.02 -0.441
H 4.88 -0.55 1.37 0.103
H 4.13 0.61 2.37 0.095
C -1.36 1.78 -1.40 -0.795
O -1.84 2.51 -2.28 -0.025
N -0.23 1.18 -1.40 0.132
N -1.95 1.45 -0.29 0.049
H 0.00 0.65 -0.58 -0.071
H 0.49 1.43 -2.07 0.125
H -2.75 2.04 -0.12 0.113
H -1.43 1.10 0.50 -0.174
```

Entry 6:
# C29H29MnN7O3S

C29H29MnN7O3S as an isolated structure at a distorted geometry (ωB97M-V with the def2-TZVPD basis set, the OMol25 dataset).

Kohn-Sham gap (spin up / spin down): 4.69 / 4.73 eV
Calculated total energy: -89252.7554 eV
Multiplicity: 2
Lowest unoccupied orbital energy (spin up / spin down): -8.002 / -7.978 eV
Total charge: +2

```
70
Properties=species:S:1:pos:R:3:lowdin_charge:R:1
Mn -0.08 -2.26 -0.09 0.536
N 3.95 -3.41 -0.67 0.153
C 2.69 -3.28 -0.31 -0.749
S 1.49 -2.95 -1.56 0.796
N 2.35 -3.43 0.96 0.042
N 1.05 -3.31 1.12 -0.120
C 0.44 -4.01 2.04 0.003
C -0.97 -4.10 1.77 -0.187
C -2.01 -4.68 2.59 0.029
C -3.29 -4.41 2.30 0.019
C -3.72 -3.61 1.09 -0.197
C -2.63 -2.36 -0.74 0.061
N -1.27 -3.53 0.63 -0.030
H 4.18 -3.45 -1.65 0.113
H 4.65 -3.66 0.01 0.133
H 0.99 -4.59 2.77 0.146
H -1.73 -5.25 3.46 0.133
H -4.08 -4.76 2.96 0.135
H -5.17 -2.60 2.24 0.134
H -3.35 -2.19 -1.53 0.158
C 2.88 5.27 0.44 -0.043
O 2.04 4.15 0.21 -0.084
C 1.08 4.25 -0.74 -0.225
C 0.84 5.37 -1.53 0.001
C -0.14 5.33 -2.51 -0.061
C -0.88 4.18 -2.72 -0.078
C -0.65 3.06 -1.93 -0.031
C 0.30 3.10 -0.92 -0.148
N 0.64 2.01 -0.08 0.171
C -0.02 0.83 0.04 -0.310
N -1.36 0.94 0.13 0.178
C -2.23 -0.13 0.18 -0.149
C -1.86 -1.40 -0.19 -0.065
C -2.58 -3.62 0.05 -0.236
C -4.37 -2.32 1.56 0.045
C -4.34 -0.99 1.35 0.032
C -3.51 0.03 0.73 -0.140
O -3.84 1.30 0.85 -0.010
C -5.13 1.73 1.33 0.008
N 0.60 -0.32 0.22 0.078
C 2.04 -0.19 0.21 -0.262
C 2.76 -0.35 1.38 -0.033
C 4.14 -0.17 1.38 -0.072
C 4.78 0.17 0.21 -0.061
C 4.07 0.34 -0.97 -0.002
C 2.70 0.16 -0.99 -0.287
O 1.90 0.30 -2.07 -0.114
C 2.52 0.68 -3.30 -0.042
H 3.56 4.98 1.24 0.099
H 2.30 6.14 0.75 0.102
H 3.46 5.52 -0.45 0.103
H 1.43 6.27 -1.39 0.115
H -0.32 6.21 -3.12 0.117
H -1.62 4.14 -3.51 0.110
H -1.20 2.15 -2.13 0.110
H 1.59 2.03 0.26 0.149
H -1.75 1.87 0.28 0.166
H -2.67 -4.54 -0.53 0.178
H -4.56 -4.16 0.65 0.172
H -5.14 -0.50 1.90 0.107
H -5.21 2.77 1.04 0.113
H -5.18 1.66 2.41 0.115
H -5.94 1.17 0.86 0.111
H 2.23 -0.60 2.29 0.121
H 4.69 -0.29 2.30 0.113
H 5.85 0.32 0.20 0.116
H 4.59 0.62 -1.88 0.114
H 1.72 0.76 -4.02 0.100
H 3.24 -0.07 -3.63 0.101
H 3.01 1.65 -3.20 0.103
```

Entry 7:
# C3H11N2O2

A 2-piece molecular cluster, C3H11N2O2 overall at a distorted geometry (ωB97M-V with the def2-TZVPD basis set, the OMol25 dataset).

Kohn-Sham gap: 6.93 eV
Calculated total energy: -10363.9273 eV
Lowest unoccupied orbital energy: 4.109 eV
Total charge: -1
ΔE to the lowest compared entry with this formula, charge and spin: 85.4 kJ/mol

```
18
Properties=species:S:1:pos:R:3:lowdin_charge:R:1
C 0.13 -0.28 1.32 -0.225
N 0.33 1.01 0.65 -0.113
C 0.98 0.98 -0.77 -0.567
O 2.22 0.54 -0.84 -0.317
C -0.49 -1.36 0.32 -0.280
N 0.38 -2.52 0.07 -0.012
H 1.08 -0.67 1.72 0.095
H -0.69 -0.11 2.08 0.094
H 0.98 1.65 1.09 0.077
H 0.31 0.27 -1.32 0.066
H 0.74 1.98 -1.12 0.065
H -1.35 -1.81 0.83 0.088
H -0.78 -0.69 -0.47 0.060
H -0.15 -3.27 -0.34 0.038
H 1.12 -2.21 -0.55 0.055
H -1.55 2.57 -1.57 0.020
H -1.25 1.75 -0.30 -0.019
O -1.99 2.17 -0.80 -0.125
```

Entry 8:
# C28H41BrFN6O3Ti

C28H41BrFN6O3Ti as an isolated structure at a distorted geometry (ωB97M-V with the def2-TZVPD basis set, the OMol25 dataset).

Kohn-Sham gap (spin up / spin down): 5.85 / 8.54 eV
Calculated total energy: -140659.2983 eV
Multiplicity: 3
Lowest unoccupied orbital energy (spin up / spin down): -2.406 / -2.469 eV
Total charge: +1
ΔE to the lowest compared entry with this formula, charge and spin: 27.1 kJ/mol

```
81
Properties=species:S:1:pos:R:3:lowdin_charge:R:1
Ti 1.07 -0.35 -0.59 0.803
C -5.24 -4.34 0.40 -0.042
C -4.76 -3.62 1.65 -0.294
C -5.88 -2.81 2.29 -0.142
C -5.42 -2.23 3.61 -0.124
C -4.13 -1.48 3.44 -0.124
C -3.75 -0.52 4.35 0.063
C -2.56 0.18 4.19 -0.255
F -2.24 1.11 5.11 0.082
C -1.74 -0.03 3.13 0.072
C -2.10 -0.99 2.17 -0.043
C -1.25 -1.21 1.02 -0.268
O -0.14 -0.59 0.93 -0.155
C -1.70 -2.13 0.06 -0.021
C -2.83 -2.86 0.32 0.047
N -3.61 -2.70 1.39 0.041
C -3.28 -1.73 2.33 -0.059
C -1.00 -2.39 -1.26 -0.606
O -1.13 -3.47 -1.80 0.066
O -0.33 -1.38 -1.72 -0.158
H -6.13 -4.91 0.66 0.093
H -4.51 -5.05 0.01 0.086
H -5.50 -3.64 -0.39 0.101
H -4.41 -4.35 2.38 0.163
H -6.74 -3.46 2.44 0.126
H -6.19 -2.02 1.60 0.138
H -5.28 -3.04 4.34 0.133
H -6.17 -1.56 4.03 0.126
H -4.38 -0.30 5.21 0.139
H -0.82 0.53 3.01 0.128
H -3.11 -3.62 -0.40 0.133
C 5.04 3.36 -2.09 -0.031
C 4.58 2.48 -0.97 -0.233
C 5.25 2.43 0.25 0.003
C 4.79 1.61 1.26 -0.084
C 3.66 0.84 1.01 -0.711
Br 2.97 -0.24 2.40 0.844
N 3.01 0.84 -0.15 -0.035
C 3.46 1.68 -1.10 -0.101
H 5.28 4.36 -1.73 0.088
H 4.28 3.44 -2.86 0.080
H 5.95 2.95 -2.55 0.092
H 6.13 3.04 0.42 0.130
H 5.27 1.55 2.23 0.108
H 2.89 1.68 -2.02 0.100
N 2.06 -2.45 -0.20 -0.027
C 3.29 -2.97 -0.85 -0.229
C 3.22 -2.75 -2.36 -0.170
C 3.87 -1.43 -2.80 -0.190
C 3.00 -0.59 -3.73 -0.243
N 1.74 -0.22 -3.05 -0.024
H 2.17 -2.53 0.80 0.051
H 1.30 -3.08 -0.45 0.087
H 3.44 -4.02 -0.61 0.117
H 4.13 -2.42 -0.43 0.113
H 2.17 -2.78 -2.65 0.109
H 3.69 -3.59 -2.87 0.116
H 4.83 -1.62 -3.29 0.118
H 4.08 -0.82 -1.92 0.083
H 2.80 -1.13 -4.66 0.122
H 3.53 0.32 -3.99 0.108
H 1.06 -0.98 -3.12 0.055
H 1.30 0.54 -3.57 0.086
C -1.87 3.77 0.07 -0.040
C -0.40 3.94 -0.34 -0.636
C -0.30 4.45 -1.78 -0.045
C 0.29 4.92 0.60 -0.042
N 0.37 2.69 -0.22 -0.050
N -0.09 1.59 -1.02 -0.022
H -2.41 4.71 -0.03 0.091
H -1.95 3.44 1.11 0.085
H -2.39 3.04 -0.56 0.073
H -0.70 5.46 -1.84 0.092
H -0.88 3.83 -2.47 0.077
H 0.74 4.47 -2.10 0.084
H -0.24 5.88 0.62 0.091
H 1.32 5.09 0.29 0.084
H 0.29 4.53 1.63 0.085
H 0.32 2.37 0.74 0.109
H 0.06 1.84 -1.99 0.083
H -1.09 1.44 -0.91 0.095
```